1.
# C12H13MgNO2

C12H13MgNO2 as an isolated structure (wB97M-V/def2-TZVPD, the Open Molecules 2025 dataset).

* HOMO level: -15.017 eV
* charge: +2
* orbital gap: 3.36 eV

Last column: Löwdin charge in e.
Atoms and positions in Å:
O1 0.04 -1.54 1.62  0.192
C1 0.33 -0.53 1.05  -0.333
C2 -0.60 0.62 0.80  -0.079
C3 -2.06 0.19 0.74  -0.224
C4 -2.47 -0.67 -0.46  -0.115
C5 -3.57 0.18 -1.14  -0.157
N1 -4.10 1.12 -0.13  0.070
C6 -2.99 1.40 0.72  -0.427
O2 -2.78 2.41 1.33  0.157
C7 1.76 -0.43 0.50  -0.164
C8 2.37 0.81 0.19  -0.091
C9 3.67 0.85 -0.37  -0.091
C10 4.37 -0.35 -0.58  -0.032
C11 3.79 -1.57 -0.23  0.009
C12 2.49 -1.61 0.29  0.036
H1 -0.34 1.08 -0.18  0.118
H2 -0.46 1.39 1.57  0.159
H3 -2.32 -0.32 1.68  0.170
H4 -1.63 -0.82 -1.15  0.098
H5 -2.84 -1.65 -0.16  0.124
H6 -4.38 -0.40 -1.57  0.127
H7 -3.11 0.79 -1.92  0.113
H8 -4.84 0.69 0.41  0.149
H9 1.83 1.75 0.35  0.147
H10 4.11 1.81 -0.63  0.146
H11 5.37 -0.32 -1.01  0.147
H12 4.33 -2.49 -0.38  0.147
H13 2.02 -2.55 0.56  0.154
Mg1 2.03 0.18 -1.90  1.449

***

2.
# C8H17NP

An isolated ion of composition C8H17NP and charge +1 in a non-equilibrium geometry (wB97M-V/def2-TZVPD, the Open Molecules 2025 dataset).

* HOMO level (spin up / spin down): -12.101 / -13.620 eV
* charge: +1
* orbital gap (spin up / spin down): 8.66 / 8.31 eV
* multiplicity: 3

Last column: Löwdin charge in e.
Atoms and positions in Å:
C1 -1.07 -0.91 -1.70  -0.128
C2 -1.31 -0.36 1.27  -0.134
C3 -0.29 0.31 -0.89  -0.296
C4 -1.09 0.83 0.36  -0.541
C5 -1.95 -1.61 -0.81  -0.107
C6 3.43 0.85 0.66  -0.081
C7 1.22 -0.01 -0.59  -0.157
C8 2.00 1.18 0.07  -0.220
N1 -1.53 -1.72 0.51  0.062
P1 -2.78 1.52 -0.20  0.933
H1 -1.62 -0.40 -2.47  0.113
H2 -0.25 -1.50 -2.09  0.120
H3 -0.48 -0.50 1.96  0.135
H4 -2.14 -0.19 1.87  0.077
H5 -0.31 1.11 -1.70  0.145
H6 -0.30 1.47 0.73  0.084
H7 -2.94 -1.33 -0.94  0.096
H8 3.25 -0.08 1.22  0.057
H9 3.72 1.65 1.46  0.111
H10 4.23 0.62 -0.06  0.074
H11 1.29 -0.79 0.04  0.048
H12 1.57 -0.41 -1.52  0.112
H13 1.89 1.99 -0.63  0.105
H14 1.49 1.51 0.96  0.081
H15 -0.47 -2.17 0.46  0.257
H16 -2.08 -2.42 1.06  0.199
H17 -3.48 1.35 1.01  -0.145

***

3.
# C5H9NO

One molecule with the formula C5H9NO (wB97M-V/def2-TZVPD, the Open Molecules 2025 dataset).

* HOMO level: -9.745 eV
* SMILES string: CC1(C)CN1C=O
* orbital gap: 10.62 eV

Last column: Löwdin charge in e.
Atoms and positions in Å:
C1 -1.30 -0.49 0.60  -0.024
C2 -0.12 0.33 0.11  -0.490
C3 -0.45 1.75 -0.29  -0.030
C4 1.22 0.04 0.69  -0.063
N1 0.93 -0.32 -0.68  0.005
C5 1.01 -1.65 -1.06  -0.324
O1 1.73 -2.47 -0.52  0.044
H1 -2.11 -0.52 -0.14  0.085
H2 -1.72 -0.02 1.51  0.089
H3 -1.02 -1.51 0.86  0.086
H4 -0.84 2.30 0.57  0.086
H5 0.45 2.26 -0.65  0.084
H6 -1.20 1.78 -1.08  0.083
H7 1.94 0.85 0.81  0.116
H8 1.32 -0.79 1.39  0.119
H9 0.44 -1.89 -1.97  0.134

***

ΔE to the lowest compared entry with this formula, charge and spin (eV)
0.0000 0.0000 1.5832
E (eV)
-23665.98164 -19339.09442 -8867.62944